1.
Density functional theory data (the ωB97M-V functional and the def2-TZVPD basis) for a structure of composition C45H49ClFN3O7P2Si2Sn in a non-equilibrium geometry.

CARTESIAN COORDINATES (ANGSTROEM)
Sn (1.03833, 1.76008, 0.30735)
C (2.09466, 1.88089, -2.98391)
Si (0.30830, 1.52790, -3.15200)
C (-0.07032, -0.25021, -3.59479)
C (-0.24764, 2.50556, -4.67742)
N (-0.33472, 1.96929, -1.60101)
P (-1.81896, 2.16267, -1.06475)
C (-2.48580, 0.62276, -0.31143)
P (-2.79115, 0.68987, 1.45343)
N (-1.55831, 1.01679, 2.37409)
Si (-0.93657, 0.38299, 3.87685)
C (-0.57629, 1.81826, 5.04434)
C (0.69244, -0.60354, 3.50210)
C (-2.01038, -0.65632, 5.04090)
C (-4.14941, 1.91853, 1.54266)
C (-4.10389, 2.82716, 2.63237)
C (-5.12453, 3.75527, 2.73129)
C (-5.95905, 3.98701, 1.64940)
C (-5.90130, 3.16672, 0.54682)
C (-4.99430, 2.14954, 0.43024)
C (-3.43025, -0.90747, 2.07762)
C (-4.72304, -1.11537, 2.46045)
C (-5.13218, -2.42311, 2.89364)
C (-4.19538, -3.45754, 2.91330)
C (-2.92319, -3.28361, 2.31485)
C (-2.50477, -2.04230, 1.88193)
C (-3.07188, 2.53408, -2.43456)
C (-3.70303, 1.59315, -3.33247)
C (-4.72026, 2.13086, -4.13718)
C (-5.17766, 3.45933, -4.06706)
C (-4.49034, 4.34768, -3.28259)
C (-3.41434, 3.88130, -2.54787)
C (-2.69541, -0.64888, -1.01788)
C (-4.03463, -0.99500, -1.52974)
C (-4.31151, -2.31296, -1.91302)
C (-3.19646, -3.13412, -2.12142)
C (-1.84650, -2.80248, -1.90255)
C (-1.61231, -1.58774, -1.28637)
H (2.67020, 1.73148, -3.90354)
H (2.70685, 1.31159, -2.24322)
H (2.29800, 2.93965, -2.66318)
H (0.03513, -0.33857, -4.67977)
H (-1.07302, -0.50769, -3.21306)
H (0.58206, -1.05594, -3.11889)
H (0.49274, 2.37826, -5.48433)
H (-0.29564, 3.56002, -4.36696)
H (-1.26336, 2.23675, -5.06272)
H (-1.39176, 1.97457, 5.78310)
H (-0.55080, 2.74782, 4.40595)
H (0.43394, 1.67454, 5.43069)
H (1.08928, -0.88961, 4.50724)
H (1.46759, 0.04730, 3.06978)
H (0.54540, -1.49271, 2.89847)
H (-3.06112, -0.31193, 5.04196)
H (-1.68390, -0.45202, 6.10887)
H (-1.96909, -1.77298, 4.83164)
H (-3.38154, 2.65025, 3.44491)
H (-5.25282, 4.35613, 3.61530)
H (-6.76551, 4.75720, 1.72857)
H (-6.57721, 3.39955, -0.30556)
H (-4.83387, 1.57795, -0.49724)
H (-5.43721, -0.26296, 2.54389)
H (-6.12767, -2.56948, 3.29703)
H (-4.50584, -4.37646, 3.41783)
H (-2.19839, -4.07537, 2.14885)
H (-1.49289, -1.93319, 1.48347)
H (-3.32076, 0.59233, -3.39840)
H (-5.15097, 1.41115, -4.83479)
H (-6.05598, 3.79090, -4.62323)
H (-4.81565, 5.35086, -3.18396)
H (-2.90953, 4.61541, -1.94257)
H (-4.70011, -0.12466, -1.56574)
H (-5.31904, -2.66135, -2.16860)
H (-3.48954, -4.13148, -2.49134)
H (-1.02955, -3.45687, -2.15438)
H (-0.62717, -1.26044, -0.97976)
O (2.67387, 3.74854, 0.04404)
Cl (3.74812, 4.61426, 0.87387)
O (5.09148, 4.08321, 0.74772)
O (-1.89270, 3.28227, -0.04552)
O (3.25469, 4.49678, 2.25594)
C (6.05155, -4.47756, -1.95861)
C (5.96380, -4.22591, -0.41344)
C (7.31113, -4.34285, 0.33100)
C (8.17087, -3.09535, 0.28473)
C (7.39055, -1.82758, 0.29809)
C (8.06933, -0.58595, 0.51534)
C (7.38170, 0.62892, 0.58089)
F (8.26377, 1.64493, 0.71990)
C (5.99743, 0.63911, 0.50540)
C (5.30310, -0.51828, 0.35751)
C (3.83796, -0.42680, 0.36303)
O (3.34076, 0.71713, 0.55329)
C (3.23560, -1.66010, 0.00209)
C (3.95232, -2.84125, -0.17484)
N (5.31522, -2.94242, -0.10141)
C (5.99423, -1.80160, 0.11790)
C (1.78036, -1.64308, -0.34555)
O (1.28335, -2.74964, -0.63332)
O (1.13889, -0.51620, -0.27979)
H (6.45812, -5.50346, -2.06025)
H (6.75287, -3.82909, -2.39612)
H (5.08808, -4.45095, -2.43196)
H (5.29682, -5.00484, 0.01210)
H (7.84773, -5.22714, -0.09929)
H (7.08045, -4.59678, 1.34715)
H (8.90646, -3.08292, -0.51859)
H (8.77487, -3.02327, 1.22872)
H (9.20496, -0.58122, 0.58826)
H (5.50070, 1.58414, 0.56757)
H (3.50235, -3.78211, -0.42772)

Values from the calculation:
HOMO-LUMO gap (spin up / spin down): 3.74 / 3.74 eV
LUMO (spin up / spin down): -4.118 / -4.122 eV
Calculated total energy: -121661.745 eV
HOMO (spin up / spin down): -7.86 / -7.86 eV

2.
Density functional theory data (the ωB97M-V functional and the def2-TZVPD basis) for a structure of composition C30H60AsClIN3O3PSi in a non-equilibrium geometry.

CARTESIAN COORDINATES (ANGSTROEM)
C (-3.52959, -0.90821, -6.41276)
C (-2.23591, -0.80328, -5.49309)
O (-2.09633, -2.07382, -4.87102)
C (-0.82549, -2.16607, -4.11638)
C (-1.23354, -2.56672, -2.65807)
As (0.19543, -2.33488, -1.20539)
I (0.44318, -4.98398, -1.08253)
C (1.47196, -2.27984, 0.36589)
C (1.65858, -0.89827, 1.09020)
C (2.39065, -1.20997, 2.50215)
C (1.51875, -0.58487, 3.68515)
C (1.94975, 0.94433, 3.79817)
C (0.75897, 1.91745, 4.15806)
C (0.22395, 2.73522, 2.90550)
C (-0.77149, 3.87493, 3.40573)
Si (-1.42759, 4.89636, 1.90425)
C (-2.76501, 6.15763, 2.38779)
C (-2.22425, 3.66338, 0.68031)
C (0.11367, 5.63723, 1.06652)
C (0.27198, 5.76642, -0.39807)
C (1.52361, 6.30971, -0.94689)
C (2.60248, 6.74526, -0.04726)
C (2.44536, 6.63350, 1.39579)
C (1.21073, 6.06847, 1.96262)
C (-1.33969, -2.27268, 0.13196)
C (-2.31555, -3.49902, 0.23034)
C (-2.02445, -4.40174, 1.51977)
C (-2.40446, -5.91384, 1.27836)
N (-1.51921, -6.86360, 1.99351)
C (-1.53075, -8.19175, 1.45294)
N (-0.80000, -9.10117, 2.00814)
N (-2.28298, -8.58598, 0.28083)
C (0.00184, -0.29950, -1.34069)
C (1.21098, 0.49030, -1.96185)
C (0.95397, 2.05759, -1.63748)
C (2.17207, 2.67518, -0.83780)
O (3.17624, 3.14938, -1.77182)
C (4.45251, 2.58465, -1.49063)
P (1.88434, -2.34509, -2.85760)
O (1.93694, -3.96247, -3.44443)
Cl (3.83149, -2.02500, -2.12174)
H (-4.47808, -0.80506, -5.81400)
H (-3.56197, -0.11263, -7.20139)
H (-3.58362, -1.89553, -6.94734)
H (-2.45385, 0.02006, -4.76008)
H (-1.36814, -0.60227, -6.17508)
H (-0.36046, -1.15045, -4.21893)
H (-0.25518, -2.96435, -4.67183)
H (-1.62136, -3.62465, -2.71281)
H (-2.14193, -1.94371, -2.40245)
H (0.98802, -2.93596, 1.15607)
H (2.45163, -2.82251, 0.20787)
H (2.33302, -0.17059, 0.57997)
H (0.67146, -0.45505, 1.40564)
H (3.39285, -0.68908, 2.49798)
H (2.52001, -2.31685, 2.60546)
H (1.78790, -1.14751, 4.62839)
H (0.41737, -0.71259, 3.51902)
H (2.41331, 1.21627, 2.81397)
H (2.74305, 0.99526, 4.59726)
H (-0.05658, 1.35382, 4.68013)
H (1.15507, 2.67286, 4.89523)
H (-0.27032, 1.99498, 2.22423)
H (1.12218, 3.14305, 2.37496)
H (-0.13844, 4.54238, 4.05981)
H (-1.61463, 3.43654, 3.99944)
H (-3.01774, 6.89462, 1.57726)
H (-3.71840, 5.56787, 2.55305)
H (-2.54214, 6.64798, 3.37282)
H (-1.84770, 3.81961, -0.36211)
H (-1.93908, 2.62247, 0.98336)
H (-3.34247, 3.71972, 0.71745)
H (-0.54327, 5.42873, -1.08255)
H (1.70119, 6.39553, -2.04241)
H (3.55705, 7.16760, -0.43276)
H (3.23467, 6.96093, 2.10978)
H (1.16045, 5.98276, 3.07154)
H (-1.03123, -2.00808, 1.18875)
H (-1.97986, -1.39186, -0.18576)
H (-3.34188, -3.06001, 0.45677)
H (-2.46815, -4.09958, -0.69614)
H (-2.45047, -3.95878, 2.45628)
H (-0.89958, -4.37450, 1.63974)
H (-2.33381, -6.07555, 0.16884)
H (-3.47302, -6.09455, 1.61344)
H (-1.71360, -6.90790, 2.99217)
H (-0.28771, -8.71033, 2.80658)
H (-2.71808, -9.49542, 0.40440)
H (-1.65691, -8.55884, -0.52431)
H (-0.84057, -0.16968, -2.09074)
H (-0.42374, 0.16196, -0.40511)
H (2.21526, 0.27830, -1.52941)
H (1.19102, 0.44202, -3.08624)
H (0.85788, 2.64973, -2.58357)
H (-0.01094, 2.16123, -1.06590)
H (1.79732, 3.60176, -0.31085)
H (2.62550, 1.96705, -0.09887)
H (4.44096, 1.45573, -1.54755)
H (4.84032, 2.89897, -0.48409)
H (5.20833, 2.91589, -2.25788)
H (2.58594, -3.89701, -4.17603)

Values from the calculation:
HOMO-LUMO gap: 6.17 eV
LUMO: 2.229 eV
Calculated total energy: -141321.184 eV
Net charge: -1
HOMO: -3.94 eV

3.
Density functional theory data (the ωB97M-V functional and the def2-TZVPD basis) for a structure of composition C27H41Br3Cl24N3 in a non-equilibrium geometry.

CARTESIAN COORDINATES (ANGSTROEM)
C (-2.34448, 0.70258, -1.79090)
C (-0.78803, 0.51808, -2.23464)
Br (-0.76065, -1.02963, -3.53031)
C (0.05075, 0.12488, -0.88715)
C (1.54483, 0.70663, -0.92677)
C (2.31553, 0.73389, -2.24359)
N (3.60013, 1.18780, -2.54144)
N (4.18798, 1.60736, -1.43024)
C (3.73063, 1.65243, -0.11159)
C (4.74294, 2.18526, 1.01888)
C (5.64761, 1.17357, 1.84162)
C (6.57947, 1.93275, 2.83707)
C (6.61313, 3.47152, 3.06140)
N (5.77601, 4.32818, 2.29152)
C (4.94146, 3.68000, 1.34672)
C (2.32007, 1.22753, 0.31299)
C (1.65931, 1.26692, 1.75859)
Br (1.81858, 3.02915, 2.70098)
C (2.09279, -0.00139, 2.70876)
C (2.73553, -1.21515, 1.86455)
Br (3.20347, 0.54406, 4.28075)
H (-2.94352, 1.26614, -2.59250)
H (-2.45123, 1.22873, -0.77389)
H (-2.75287, -0.37465, -1.66958)
H (-0.35436, 1.46338, -2.71773)
H (0.15064, -1.02970, -0.85940)
H (-0.57951, 0.51070, -0.01590)
H (1.74873, 0.31007, -3.15868)
H (5.16254, 1.96079, -1.58842)
H (5.61637, 0.04531, 1.71328)
H (7.28128, 1.29365, 3.48850)
H (7.35511, 3.90263, 3.82973)
H (4.29466, 4.39429, 0.70704)
H (0.52317, 1.11961, 1.59555)
H (1.11809, -0.42541, 3.16665)
H (1.99038, -1.42531, 1.00104)
H (3.76880, -0.99384, 1.43763)
H (2.71062, -2.17775, 2.50610)
C (-0.09729, -4.07851, 0.91802)
Cl (-0.44316, -2.52251, 1.68594)
Cl (0.21721, -3.88139, -0.81056)
H (0.78003, -4.51920, 1.39015)
H (-0.95549, -4.73526, 1.04841)
C (2.88696, -2.79444, 6.00345)
Cl (1.55550, -3.11634, 7.11988)
Cl (2.85833, -3.91500, 4.63500)
H (2.79570, -1.77538, 5.62856)
H (3.83053, -2.90958, 6.53514)
C (4.79451, 4.00613, 6.16834)
Cl (5.30465, 2.89530, 4.88517)
Cl (3.74692, 3.19427, 7.33820)
H (5.67796, 4.38051, 6.68415)
H (4.24903, 4.83603, 5.72053)
C (-3.68714, -6.87042, 0.25166)
Cl (-2.13533, -7.02799, 1.08591)
Cl (-3.63206, -5.60048, -0.97572)
H (-3.92591, -7.81747, -0.23024)
H (-4.45654, -6.62380, 0.98075)
C (0.29608, 4.60483, -1.00931)
Cl (0.67116, 3.99071, -2.62472)
Cl (-0.92116, 3.60476, -0.20339)
H (1.20671, 4.60267, -0.41105)
H (-0.08482, 5.62142, -1.09808)
C (-7.27686, -5.03275, 1.08484)
Cl (-5.99311, -4.26405, 0.14120)
Cl (-6.98864, -6.76747, 1.26790)
H (-7.31273, -4.57424, 2.07247)
H (-8.22767, -4.88484, 0.57480)
C (-4.16227, 4.57985, -3.96053)
Cl (-3.06884, 4.28580, -2.60146)
Cl (-3.84202, 6.14895, -4.71055)
H (-4.01764, 3.79153, -4.70414)
H (-5.19010, 4.56382, -3.59968)
C (-4.04699, -2.18814, 3.18324)
Cl (-4.18041, -3.89368, 2.73591)
Cl (-3.27930, -1.24328, 1.89997)
H (-5.04533, -1.79183, 3.36294)
H (-3.44874, -2.10583, 4.08964)
C (-5.43696, 2.36059, -7.21450)
Cl (-4.35195, 2.06959, -5.84791)
Cl (-5.11073, 3.92675, -7.96444)
H (-5.29086, 1.57551, -7.95495)
H (-6.46609, 2.34546, -6.85858)
C (-7.20956, -10.88104, 1.80529)
Cl (-7.36008, -12.58562, 1.36557)
Cl (-6.42570, -9.95521, 0.51849)
H (-8.20350, -10.47154, 1.98009)
H (-6.61255, -10.80096, 2.71261)
C (6.16159, 4.21662, -3.78979)
Cl (6.75369, 3.46048, -2.30305)
Cl (4.39509, 4.23866, -3.83542)
H (6.52971, 5.24053, -3.83535)
H (6.53143, 3.65273, -4.64492)
C (-0.99523, 4.52757, -6.27604)
Cl (-1.14956, 2.85377, -6.82437)
Cl (-0.15774, 5.51912, -7.47554)
H (-1.98967, 4.93829, -6.11010)
H (-0.42920, 4.54447, -5.34553)

Values from the calculation:
HOMO-LUMO gap: 6.96 eV
LUMO: -4.091 eV
Calculated total energy: -543786.105 eV
Net charge: +1
HOMO: -11.05 eV